Here is a structure of composition C30H76BaCuO21P5 at a distorted geometry from the OMol25 dataset. Energies are from the ωB97M-V functional and the def2-TZVPD basis.

- Frontier orbital gap: 7.194 eV
- Largest force on an atom: 5.989 eV/Å

The geometry in ORCA input format:
```
! RIJCOSX wB97M-V def2-TZVPD def2/J DEFGRID3
* xyz 2 1
Ba -0.8466 -1.6332 6.7390
Cu -3.0852 -0.9899 3.8153
P -0.3247 -5.6331 7.6988
P 2.5133 -0.9522 4.5634
P -6.4260 -0.6087 5.6357
P -0.5248 -6.5777 -0.5542
P 4.3305 -5.6486 4.5983
O 4.3628 -5.2615 6.0221
O -1.3930 -6.4383 0.7922
O -1.5480 -5.7304 8.7160
O -1.5897 -6.6055 -1.7994
O 2.0048 -0.9890 3.0990
O 3.0598 -6.5214 4.1455
O 4.4463 -4.3957 3.5602
O -7.6606 -0.2971 4.6579
O 0.7800 -6.4649 8.5100
O -5.1043 -0.2455 5.1247
O 3.1672 0.5472 4.6954
O -0.8173 -6.5869 6.4922
O 1.5785 -1.2376 5.7386
O 0.0779 -8.1153 -0.5104
O 5.5988 -6.5961 4.1904
O 0.5659 -5.5706 -0.7101
O -1.6820 -2.6092 4.5059
O -0.0494 -4.2438 7.3190
O -6.8468 0.0067 7.1091
O -6.5636 -2.2408 5.8955
O 3.8539 -1.7876 4.5124
C 2.4318 1.4681 5.5085
C -5.8804 -2.9337 6.9432
C -2.4429 -5.4491 0.9254
C 0.1397 -1.1262 1.5474
C -8.3029 -0.4119 9.0643
C -2.9422 -5.0236 10.5419
C 2.4892 2.9427 5.1003
C -1.9874 -6.2744 5.7790
C 0.7493 -0.3907 2.7338
C -2.1127 -9.4080 -0.6559
C -3.1426 -7.2472 6.0968
C 1.8750 -7.0190 7.8904
C 1.7088 -6.0366 4.4370
C -2.2904 -4.4204 2.0267
C -0.7005 -9.1799 -0.0055
C 5.1342 -0.8735 6.3467
C -1.5890 -5.5019 -2.6960
C -8.9318 0.4112 2.9605
C -0.5032 -5.7958 -3.6813
C 4.5316 -2.1378 5.7007
C 7.6171 -6.2356 5.6714
C 4.6788 -3.1721 1.6303
C 4.5563 -4.6168 2.1629
C -4.7378 -3.7347 6.3686
C -7.7792 0.8046 3.8675
C 1.0212 -5.1535 3.3579
C 6.9292 -6.1523 4.2790
C -8.1562 -0.2410 7.5622
C -1.6281 -4.8759 9.8556
C 2.3248 -8.3084 8.5496
H -8.5785 -1.1025 7.0449
H -9.8397 0.4068 3.5637
H -0.6032 -0.4376 1.1449
H 0.0707 -0.1572 3.5542
H -4.0396 -6.9792 5.5386
H -1.3554 -3.8658 1.9470
H -2.5814 -5.4900 -3.1468
H -0.0312 -4.9723 3.5766
H -1.0936 -3.3267 4.2002
H -1.8976 -6.2433 4.6932
H 3.4596 3.2147 4.6851
H 2.6968 -6.3075 7.8089
H 3.2176 -8.7290 8.0868
H -2.4755 -4.8958 2.9900
H 2.2498 3.6814 5.8653
H 3.8921 -2.6456 2.1708
H 7.1141 -5.5527 6.3562
H 5.5901 -0.1837 5.6364
H -2.8616 -8.6698 -0.3688
H -9.3394 -0.3251 9.3903
H 1.4954 -9.0131 8.4899
H 5.2666 -2.8749 5.3772
H -5.0187 -4.4523 5.5978
H 3.8129 -2.5927 6.3824
H -1.3829 -4.5387 -2.2293
H 1.0792 -6.8633 4.7661
H 4.4257 -3.1754 0.5701
H -4.2221 -4.3251 7.1260
H -0.1470 -10.0400 -0.3824
H -3.1088 -6.0675 10.8075
H -2.3107 -5.2739 6.0664
H -7.6751 0.2977 9.6032
H 1.1153 0.5856 2.4161
H -3.2733 -6.0749 1.2522
H -0.7978 -4.9977 10.5513
H -8.9601 -0.5694 2.4855
H 7.5640 -7.2866 5.9552
H -3.0080 -4.4461 11.4640
H -4.0369 -3.0591 5.8783
H -3.7939 -4.7256 9.9304
H 1.5186 -4.1867 3.4355
H 1.9012 3.1979 4.2187
H -7.8938 1.6666 4.5247
H -3.0730 -3.6692 1.9206
H -6.5740 -3.5687 7.4944
H 8.6389 -5.8858 5.5241
H -8.8700 0.5142 7.2332
H 2.5281 -7.9887 9.5716
H -2.9570 -8.2781 5.7955
H -2.5423 -10.3431 -0.2964
H 7.4238 -6.7574 3.5191
H -2.9867 -5.1263 0.0375
H -2.1066 -9.4623 -1.7445
H -0.3178 -2.0581 1.8797
H 3.7063 -5.0740 1.6564
H 0.5103 -5.8525 -3.2842
H -7.8976 -1.3805 9.3572
H 5.4466 -5.2190 1.9816
H -0.6883 -6.7020 -4.2580
H -0.5970 -9.3160 1.0710
H 1.6251 -7.3083 6.8697
H -0.4531 -4.9127 -4.3183
H 1.3702 1.2698 5.6555
H -1.5984 -3.8777 9.4186
H 1.8099 -5.4911 5.3752
H -9.0945 1.1354 2.1623
H 1.0911 -5.6484 2.3892
H 2.7921 1.2721 6.5184
H -6.8571 0.8352 3.2871
H 0.8842 -1.3216 0.7756
H 6.9654 -5.1151 3.9459
H 4.3837 -0.3697 6.9559
H -3.3065 -7.3337 7.1709
H 5.6008 -2.6694 1.9222
H 5.9204 -1.1596 7.0453
H -5.4418 -2.3373 7.7432
*
```

=====

Here is the ion C4H11N2O with charge +1 at a distorted geometry from the OMol25 dataset. Energies are from the ωB97M-V functional and the def2-TZVPD basis.

- Frontier orbital gap: 10.210 eV
- Energy above the lowest of the compared OMol25 structures with the same formula, charge and spin: 289.1 kJ/mol
- SMILES: [NH3+]CCNCC=O
- Largest force on an atom: 5.815 eV/Å

The geometry in ORCA input format:
```
! RIJCOSX wB97M-V def2-TZVPD def2/J DEFGRID3
* xyz 1 1
O 0.7426 1.9372 0.9345
N 0.3580 -0.8585 0.5731
N 0.4929 0.6180 -1.6587
C -0.8984 0.1271 -1.3452
C 0.8604 1.0254 1.7559
C -0.6017 -1.2161 -0.5491
C -0.0174 -0.1529 1.6753
H 0.4852 1.5944 -1.9593
H 1.5857 1.2561 2.5960
H 0.9579 0.0051 -2.3523
H -0.3366 -2.0564 -1.2154
H 0.0977 -0.7899 2.6004
H -1.5273 -1.4576 0.0488
H -1.1320 -0.0022 1.7240
H -1.5028 -0.0388 -2.2901
H -1.3919 0.9362 -0.7731
H 1.0829 -1.5514 0.8522
H 0.7448 0.6241 -0.6170
*
```

=====

Here is a structure of composition C52H43BaClN3O4PSi at a distorted geometry from the OMol25 dataset. Energies are from the ωB97M-V functional and the def2-TZVPD basis.

- Frontier orbital gap: 6.952 eV
- Energy above the lowest of the compared OMol25 structures with the same formula, charge and spin: 362.0 kJ/mol
- Largest force on an atom: 4.276 eV/Å

The geometry in ORCA input format:
```
! RIJCOSX wB97M-V def2-TZVPD def2/J DEFGRID3
* xyz 0 1
Ba 0.1433 -0.6429 0.1081
Cl -0.4817 1.2709 -2.6632
P 1.0996 -1.4891 -2.5455
Si 1.7213 3.6637 1.7754
O 0.6825 2.4756 1.1512
O 1.6017 -2.3292 -0.1360
O -1.0889 1.4636 0.6511
O -1.7756 -1.3336 -0.5175
N -0.9179 -1.4876 2.1152
N 1.6350 -0.0891 1.9157
N -0.6565 2.3422 1.3085
C 1.3841 -1.2059 2.8105
C 0.4025 -0.8232 -4.1481
C -0.2943 0.3821 -4.1449
C 4.4196 1.7472 4.2996
C 1.0209 7.5694 2.8952
C 5.4904 -2.6189 1.2225
C 2.8636 2.9237 5.7001
C -2.6614 -2.2084 -0.1753
C 4.7940 -1.4238 1.3207
C 0.4322 -5.9764 -3.3698
C 5.2172 -1.5386 -2.6172
C -0.0722 -1.2354 3.2570
C 3.4673 -1.3511 0.9241
C -3.7217 -3.7126 1.4483
C 1.5999 6.3782 2.4915
C 3.5240 -3.6800 0.3045
C 2.6218 -0.1607 1.1219
C -0.4637 -5.2232 -2.6251
C -0.5602 5.3386 2.4125
C 1.5776 -5.3809 -3.8780
C -1.8428 -2.3653 2.2039
C 5.0932 4.4100 -0.5282
C 3.1788 0.1749 -3.3816
C 3.8947 -1.9417 -2.5107
C 0.5234 -1.4790 -5.3731
C -0.7075 0.2472 -6.4972
C -4.5458 -3.6403 -0.7880
C -1.1425 6.5318 2.8176
C -2.7413 -2.7522 1.1460
C 2.8973 3.8500 0.3285
C 3.7530 2.2075 3.1759
C -0.0193 -0.9560 -6.5352
C -4.6182 -4.1608 0.5102
C 2.8103 -2.4652 0.3364
C 3.3602 3.7234 -2.0421
C 3.9721 2.0999 5.5658
C -0.3550 7.6460 3.0637
C 2.8563 -1.0896 -2.8821
C -3.6014 -2.7005 -1.1191
C 2.1983 3.3801 4.5721
C -0.2086 -3.8826 -2.3837
C 2.4856 3.5763 -0.9779
C 4.6664 4.1348 -1.8189
C 2.6244 3.0229 3.2914
C -0.8488 0.9198 -5.2970
C 4.8345 -3.7477 0.7390
C 4.5012 0.5720 -3.4983
C 5.5245 -0.2786 -3.1055
C 4.2129 4.2720 0.5341
C 1.8288 -4.0357 -3.6467
C 0.9369 -3.2744 -2.8938
C 0.8237 5.2421 2.2465
H -1.9941 -2.8918 3.1576
H 1.6351 -2.1684 2.3609
H 2.7247 -3.5830 -4.0516
H 6.1126 4.7283 -0.3496
H 1.3367 4.0293 4.6856
H 1.0479 -2.4223 -5.4158
H 3.0215 3.5123 -3.0486
H -0.8116 8.5726 3.3869
H 6.5236 -2.6770 1.5397
H 6.5566 0.0394 -3.1846
H 2.8291 0.7310 0.5179
H -3.7533 -4.1049 2.4599
H 3.0141 -4.5513 -0.0926
H 4.7365 1.5530 -3.8915
H 5.3616 -4.6939 0.6986
H 5.2923 1.1143 4.1942
H 2.5207 3.2125 6.6856
H -1.3880 1.8565 -5.2443
H 2.3833 0.8452 -3.6859
H 4.1191 1.9341 2.1929
H -5.2508 -3.9819 -1.5369
H 3.6698 -2.9246 -2.1305
H 5.3543 4.2385 -2.6486
H -1.3619 -5.6811 -2.2296
H -1.1872 4.4780 2.2256
H -0.3283 -0.2544 3.6739
H -2.2159 6.5936 2.9446
H 0.0918 -1.4884 -7.4711
H -0.1886 -1.9900 4.0461
H 2.0255 -1.0730 3.6870
H 2.6765 6.3278 2.3588
H 4.5526 4.4885 1.5419
H -1.1382 0.6632 -7.3987
H 6.0059 -2.2117 -2.3047
H -3.5382 -2.2988 -2.1238
H 0.2422 -7.0261 -3.5546
H 4.4890 1.7362 6.4447
H 2.2784 -5.9625 -4.4646
H 1.6381 8.4394 3.0793
H 1.4703 3.2479 -1.1683
H -0.8966 -3.2951 -1.7883
H -5.3615 -4.9046 0.7640
H 5.2710 -0.5464 1.7466
*
```

=====

- What is the formula in the first record?
  C30H76BaCuO21P5

=====

- Which of these has the highest largest force on an atom?
  C30H76BaCuO21P5